Here is a structure of composition C52H87Br22FI2N2O2S3 in a non-equilibrium geometry from the Open Molecules 2025 dataset. Energies are from wB97M-V/def2-TZVPD.

The geometry in XYZ format:
```
171
Properties=species:S:1:pos:R:3:mulliken_charge:R:1
H -3.080 -4.464 0.880 0.38
Br -10.908 0.032 -5.211 -0.14
C 1.629 2.713 1.324 -1.21
H 1.826 3.015 -1.190 0.09
C -5.517 1.969 0.767 -0.50
C -0.858 3.270 1.166 -1.41
H -7.842 -1.029 1.212 -0.12
H -4.448 -2.185 7.917 0.35
C -0.566 0.278 -0.465 -0.01
Br 8.954 0.085 -5.615 -0.15
C 5.573 -6.520 0.294 -0.65
Br -7.604 -0.735 6.262 -0.13
C 14.924 -6.388 5.322 -0.60
H -0.357 -3.701 -4.080 -0.29
H 5.658 -5.473 0.587 0.30
C -9.190 -0.734 -0.703 -0.17
Br 8.561 -3.604 0.851 -0.12
H -5.903 4.186 1.275 0.31
H 14.097 -6.158 5.994 0.37
H -11.512 -1.654 -6.911 0.35
H 3.145 5.098 -1.781 0.13
H 0.698 -4.126 0.646 0.39
H 15.084 -7.467 5.306 0.34
H 2.892 -0.789 -2.678 0.23
H 4.090 -3.154 -1.018 -0.10
H -10.288 -2.312 -5.801 0.37
C 0.361 -3.828 -6.104 -0.57
H -1.215 -4.457 -0.736 0.52
H -0.380 4.255 1.532 0.27
H 3.020 7.782 6.643 0.38
H -10.156 -0.302 -2.809 0.13
H -11.674 0.431 3.531 0.40
Br -1.454 8.361 -4.983 -0.13
Br -1.676 4.788 -5.881 -0.12
H -0.675 5.916 -7.836 0.34
C -6.465 -0.515 -0.587 -0.37
C -1.278 -3.456 -0.175 -0.33
H 3.842 2.401 2.519 0.25
H -5.562 1.162 4.842 0.21
Br 1.523 7.412 1.282 -0.02
N -5.170 -0.511 0.123 0.76
H 6.171 -7.131 0.972 0.39
H 2.572 -2.456 0.846 0.41
H 2.328 -0.753 0.227 -0.08
Br 14.031 -4.038 3.948 -0.14
H -1.745 3.510 0.492 0.34
C -5.742 3.145 1.740 -0.60
H 9.521 -3.575 -1.422 -0.46
Br 2.982 -5.711 -0.615 0.00
H 10.657 -2.843 -0.267 0.41
C 10.724 -5.022 -0.382 -0.55
C -5.021 -1.562 7.228 -0.63
H 4.720 -0.796 -2.551 0.50
H -0.961 -0.696 0.026 -0.28
C 3.098 2.218 3.392 0.19
C 2.814 9.944 0.930 -0.64
C -0.379 7.318 -6.231 -0.56
H 3.691 0.214 3.483 0.23
Br -9.491 -0.698 3.094 0.05
C 0.186 4.518 -1.179 -0.19
C 1.143 -2.458 -0.849 0.96
H 0.868 2.127 3.442 0.22
C 2.467 5.746 6.086 -0.64
H -6.873 -2.160 8.141 0.37
H -5.223 -0.918 3.087 0.30
C 3.818 -2.034 -0.934 -0.29
N 3.657 1.022 4.138 -0.68
H 4.667 -1.506 -0.374 0.46
C 1.673 1.856 2.678 -0.08
H 3.363 6.543 7.871 0.36
C -5.761 2.834 3.259 -0.66
H 4.033 -7.952 -0.292 0.36
H 2.921 4.757 6.014 0.30
H -5.487 0.051 -2.676 0.22
H -1.245 2.741 2.104 0.26
H 6.645 -1.722 -5.306 0.30
Br -1.835 -2.161 -5.321 -0.15
C 3.336 6.751 6.800 -0.59
C -12.210 -1.606 2.954 -0.56
C -5.326 0.470 1.217 0.09
H 4.635 1.209 4.423 0.26
C -6.450 -2.042 7.142 -0.58
Br -4.106 -1.734 5.518 -0.07
H -10.167 -0.923 -0.155 -0.17
H 3.611 9.478 1.509 0.38
Br 6.435 -6.697 -1.444 -0.13
H 1.087 -4.595 -5.829 0.34
H -7.783 0.154 -4.019 0.27
I 3.920 -2.967 -4.001 -0.08
H 10.049 -5.874 -0.298 0.33
H -12.680 -3.348 -5.602 0.33
H 0.248 2.431 -1.938 0.12
O 0.442 -1.689 -1.798 -0.27
H 0.489 5.165 -0.292 -0.18
H -2.168 6.747 -7.346 0.36
Br 11.925 -5.094 1.152 -0.12
C -1.228 6.327 -6.989 -0.56
H -13.180 -1.704 3.443 0.36
H 0.830 4.308 -3.391 0.29
C -0.758 -3.770 -5.093 0.05
H -1.685 -3.915 1.976 0.35
H 3.248 10.678 0.248 0.39
H -13.206 -1.790 -4.924 0.36
H 2.520 8.540 -0.674 0.22
C 3.779 -1.459 -2.431 -0.84
C -7.856 -0.781 0.081 0.18
F 1.645 -3.634 -1.578 -0.31
C -11.235 -1.776 -5.862 -0.54
H 9.555 -2.266 -6.196 0.37
C 10.007 -3.697 -0.453 0.12
H 8.329 -1.607 -7.302 0.37
C -5.564 1.361 3.716 -0.48
H -1.438 -4.619 -5.154 0.44
C -11.349 -0.599 3.678 -0.62
I -2.417 1.150 -1.287 0.05
H 3.021 3.142 4.065 -0.20
Br 2.069 6.323 4.267 -0.06
H 1.496 5.659 6.576 0.39
H -5.520 2.202 -0.360 0.33
H 1.441 0.249 -1.526 0.00
C 0.434 -0.277 -1.638 -0.08
H -0.021 0.161 -2.611 0.45
C 8.611 -1.724 -6.255 -0.55
H 13.960 -6.444 3.400 0.27
C -5.360 0.167 2.729 0.42
H 0.057 8.051 -6.912 0.36
H 0.416 6.850 -5.651 0.31
H 1.731 3.846 1.529 0.17
C 14.720 -5.861 3.923 -0.52
H 1.026 9.369 -0.183 0.39
C -12.348 -2.441 -5.092 -0.59
C -4.752 -1.840 0.585 -0.07
Br 8.114 -2.972 -3.723 -0.08
Br -0.297 -4.359 -7.861 -0.18
O 0.072 1.001 0.568 -0.08
C 0.704 5.134 -2.601 -0.27
C 4.148 -7.013 0.249 -0.60
Br 5.190 6.628 6.213 -0.14
H -6.558 -2.978 6.594 0.38
C 0.302 2.397 0.406 1.02
S 2.252 6.089 -2.229 -0.26
H 11.367 -5.158 -1.253 0.36
Br -12.615 -1.018 1.140 -0.14
Br -11.738 -3.039 -3.340 -0.12
H 7.157 -3.286 -5.978 0.35
C 1.967 8.951 0.173 -0.57
C -6.474 -0.182 -2.124 -0.26
H 15.634 -5.847 3.330 0.38
H -0.964 4.449 -1.305 0.15
Br 1.738 10.986 2.178 -0.15
C -7.835 -0.124 -2.910 -0.29
C -2.326 -3.624 1.065 -0.84
H -5.916 3.712 3.978 0.34
H 0.876 -2.876 -6.231 0.36
H 0.192 -2.467 1.269 0.34
C 0.684 2.970 -1.035 -0.15
H -4.935 -0.518 7.531 0.36
C 7.498 -2.379 -5.475 -0.55
H 1.720 0.718 2.500 -0.10
C 2.416 -1.835 -0.121 -0.39
H -11.321 -0.818 4.747 0.32
S -3.081 -1.972 1.433 0.11
H -11.747 -2.589 2.873 0.36
C 0.222 -3.121 0.323 -1.16
H 3.748 -7.128 1.258 0.35
H -0.138 5.816 -3.008 0.20
H -1.731 -2.625 -0.836 0.15
S -5.595 -3.276 0.402 -0.22
C -9.191 -0.378 -2.210 -0.02
Br 16.536 -5.648 6.129 -0.14
H 2.577 2.418 0.725 0.47
```

Properties
Largest force on an atom ... 0.112 Eh/bohr
LUMO energy ... -0.1 eV
Net charge ... 0
Multiplicity ... 1
Highest occupied orbital energy ... -7.78 eV
Orbital gap ... 7.663 eV
E ... -60811.251363 hartree